*i*
A structure of composition C4H12N2O2, computed with ωB97M-V/def2-TZVPD.

Structure (ORCA input):
```
! wB97M-V def2-TZVPD RIJCOSX def2/J DEFGRID3
* xyz 0 1
C 0.624 0.481 1.700
C 0.435 0.687 -1.092
C 1.037 -0.548 -1.723
N 0.825 -0.828 1.603
N -0.558 0.959 2.107
H 1.451 1.178 1.671
H -0.096 -1.328 1.145
H 1.728 -1.080 1.225
H -0.709 1.952 2.124
H -1.365 0.358 2.005
H 1.160 1.241 -0.492
H 0.114 1.414 -1.840
H 0.311 -1.320 -1.982
H 1.748 -1.098 -1.092
H 1.565 -0.394 -2.672
C -1.433 0.181 -0.756
O -1.458 -1.028 0.322
O -1.936 -0.121 -1.824
H -1.696 -1.764 -0.257
H -1.747 1.058 -0.171
*
```

The frontier orbital gap comes out at 7.49 eV.



*ii*
The molecule C4H12N2O2, computed with ωB97M-V/def2-TZVPD.

Structure (ORCA input):
```
! wB97M-V def2-TZVPD RIJCOSX def2/J DEFGRID3
* xyz 0 1
C -0.042 0.015 -0.670
N 0.903 1.025 -0.071
C 1.638 1.931 -1.014
O 2.033 1.049 -2.043
C -1.178 -0.359 0.404
C -0.655 -1.349 1.477
O -0.059 -0.600 2.548
N -2.256 -1.123 -0.331
H -0.506 0.420 -1.670
H 0.387 -0.958 -0.926
H 1.493 0.542 0.636
H 2.516 2.406 -0.486
H 0.983 2.659 -1.491
H 2.906 0.587 -1.893
H -1.495 0.602 0.811
H 0.091 -2.086 1.093
H -1.442 -1.951 1.918
H -0.022 0.373 2.358
H -2.097 -2.114 -0.614
H -3.200 -1.069 -0.035
*
```

The frontier orbital gap comes out at 9.42 eV.



*iii*
A cluster of 2 separate species, C4H12N2O2 in total, computed with ωB97M-V/def2-TZVPD.

Structure (ORCA input):
```
! wB97M-V def2-TZVPD RIJCOSX def2/J DEFGRID3
* xyz 0 1
C 1.102 1.725 1.022
C 0.170 2.616 0.281
N 1.771 0.837 0.415
O -1.105 -0.341 0.592
H -1.663 0.350 0.211
H 1.310 2.024 2.058
H 0.937 0.096 -0.787
H 2.454 0.338 0.981
H -0.029 2.216 -0.709
H 0.611 3.609 0.200
H -0.760 2.712 0.840
C 0.239 -2.260 0.111
C -0.563 -1.150 -0.562
N -1.610 -1.708 -1.356
O 0.187 -0.337 -1.363
H -2.028 -1.008 -1.955
H -2.311 -2.158 -0.784
H 0.687 -2.880 -0.661
H -0.416 -2.864 0.735
H 1.016 -1.818 0.729
*
```

The frontier orbital gap comes out at 10.17 eV.



Preferred: *iii*; penalty for the next structure: 1.711 eV.



*i*
A cluster of 2 separate species, C4H12N2O2 in total, computed with ωB97M-V/def2-TZVPD.

Structure (ORCA input):
```
! wB97M-V def2-TZVPD RIJCOSX def2/J DEFGRID3
* xyz 0 1
O 1.129 1.197 1.689
C 0.892 0.525 0.698
N 0.102 -0.573 0.746
C -0.582 -1.269 -0.311
N -0.046 -2.536 -0.692
C 1.445 0.902 -0.683
C 0.495 1.879 -1.375
H -0.119 -0.859 1.689
H -1.604 -1.396 0.038
H -0.594 -0.623 -1.182
H 0.892 -2.500 -1.036
H -0.173 -3.291 -0.037
H 1.647 -0.027 -1.226
H 2.404 1.362 -0.479
H -0.556 1.690 -1.155
H 0.760 2.906 -1.147
H 0.551 1.796 -2.466
H -1.943 0.683 2.905
H -2.240 0.152 1.549
O -2.460 -0.018 2.474
*
```

The frontier orbital gap comes out at 10.29 eV.



*ii*
A cluster of 2 separate species, C4H12N2O2 in total, computed with ωB97M-V/def2-TZVPD.

Structure (ORCA input):
```
! wB97M-V def2-TZVPD RIJCOSX def2/J DEFGRID3
* xyz 0 1
N -0.668 1.349 2.470
C -1.139 0.198 1.634
C 0.184 0.006 0.684
N 0.191 -0.636 -0.537
C -1.061 -1.501 -0.996
C -1.502 -0.668 -2.181
O 1.140 0.334 1.290
H -0.266 2.095 1.860
H -0.314 1.111 3.347
H -2.180 0.540 1.235
H -1.256 -0.804 2.106
H 1.093 -1.075 -0.934
H -0.860 -2.529 -1.382
H -1.811 -1.624 -0.210
H -2.483 -0.957 -2.572
H -1.486 0.393 -2.039
H -0.736 -0.792 -3.105
H 1.754 0.560 -1.857
H 2.650 1.219 -0.901
O 2.653 0.749 -1.780
*
```

The frontier orbital gap comes out at 9.46 eV.



Preferred: *i*; penalty for the next structure: 2.208 eV.



*i*
A structure of composition C6H14, computed with ωB97M-V/def2-TZVPD.

Structure (ORCA input):
```
! wB97M-V def2-TZVPD RIJCOSX def2/J DEFGRID3
* xyz 0 1
C 2.595 0.018 -0.386
C 1.287 -0.713 -0.113
C -0.033 0.003 0.135
C -0.062 1.451 -0.236
C -1.222 -0.863 -0.200
C -2.508 -0.310 0.386
H 2.855 0.619 0.493
H 3.406 -0.708 -0.517
H 2.625 0.687 -1.258
H 1.238 -1.767 -0.405
H 0.989 -0.605 0.990
H -0.127 0.107 1.536
H -0.900 1.896 0.297
H 0.860 1.947 0.082
H -0.174 1.589 -1.316
H -1.028 -1.874 0.187
H -1.300 -0.969 -1.292
H -2.799 0.626 -0.100
H -3.325 -1.022 0.260
H -2.378 -0.111 1.457
*
```

The frontier orbital gap comes out at 9.46 eV.



*ii*
A cluster of 2 separate species, C6H14 in total, computed with ωB97M-V/def2-TZVPD.

Structure (ORCA input):
```
! wB97M-V def2-TZVPD RIJCOSX def2/J DEFGRID3
* xyz 0 1
C -2.088 0.485 -0.997
C -0.921 1.258 -1.068
C 0.361 0.524 -0.204
C 1.736 0.867 -0.272
C -0.028 -0.968 0.168
C 0.215 -1.192 1.672
H -2.755 0.767 -0.199
H -1.092 -0.899 -0.199
H -2.533 0.123 -1.912
H -0.601 1.476 -2.080
H -1.072 2.211 -0.567
H 0.380 1.073 0.767
H 2.325 0.528 -1.135
H 2.092 1.841 0.044
H 2.814 -3.305 1.963
H 2.792 -3.476 1.244
H 0.614 -1.547 -0.494
H 1.113 -0.632 1.881
H 0.230 -2.251 1.926
H -0.603 -0.738 2.239
*
```

The frontier orbital gap comes out at 6.04 eV.



Preferred: *i*; penalty for the next structure: 3.961 eV.



*i*
A structure of composition CH2OS3, computed with ωB97M-V/def2-TZVPD.

Structure (ORCA input):
```
! wB97M-V def2-TZVPD RIJCOSX def2/J DEFGRID3
* xyz 0 1
C 0.732 -0.815 0.198
O -1.424 1.008 1.075
S -1.458 1.194 -1.705
S 2.278 -0.583 -0.384
S -0.565 1.048 -0.081
H 0.033 -1.422 -0.338
H 0.404 -0.430 1.235
*
```

The frontier orbital gap comes out at 6.64 eV.



*ii*
A cluster of 2 separate species, CH2OS3 in total, computed with ωB97M-V/def2-TZVPD.

Structure (ORCA input):
```
! wB97M-V def2-TZVPD RIJCOSX def2/J DEFGRID3
* xyz 0 1
C -1.238 0.191 -0.145
O 1.465 -0.787 1.451
S 2.406 0.343 -0.988
S -1.346 1.754 0.253
S 1.248 -0.800 0.018
H -1.429 -0.585 0.586
H -1.106 -0.116 -1.175
*
```

The frontier orbital gap (spin up / spin down) comes out at 6.93 / 6.93 eV.



*iii*
A cluster of 2 separate species, CH2OS3 in total, computed with ωB97M-V/def2-TZVPD.

Structure (ORCA input):
```
! wB97M-V def2-TZVPD RIJCOSX def2/J DEFGRID3
* xyz 0 1
C 0.253 0.111 0.130
O 3.296 -0.565 2.815
S 2.080 -0.040 -0.158
S 1.245 0.409 1.582
S 4.362 -1.034 1.859
H -0.410 -0.841 -0.006
H -0.311 0.851 -0.410
*
```

The frontier orbital gap (spin up / spin down) comes out at 6.40 / 6.50 eV.



Preferred: *ii*; penalty for the next structure: 0.761 eV.



*i*
A cluster of 2 separate species, C4H2N2S in total, computed with ωB97M-V/def2-TZVPD.

Structure (ORCA input):
```
! wB97M-V def2-TZVPD RIJCOSX def2/J DEFGRID3
* xyz 0 1
C -1.393 0.560 -0.453
C -0.203 -1.379 0.094
C 1.590 0.889 -0.006
C -0.748 -0.179 0.514
N -1.997 1.255 -1.165
N 0.319 -2.264 -0.443
S 2.430 -0.309 -0.611
H 0.850 1.481 0.516
H -0.849 -0.055 1.554
*
```

The frontier orbital gap (spin up / spin down) comes out at 6.62 / 6.56 eV.



*ii*
The molecule C4H2N2S, computed with ωB97M-V/def2-TZVPD.

Structure (ORCA input):
```
! wB97M-V def2-TZVPD RIJCOSX def2/J DEFGRID3
* xyz 0 1
C 0.557 1.443 0.445
C -1.490 -0.298 0.145
C 0.868 0.312 -0.311
C -0.206 -0.901 -0.176
N 0.512 2.254 1.283
N -2.471 0.192 0.453
S 2.279 -0.005 -0.984
H 0.097 -1.787 0.485
H -0.145 -1.212 -1.340
*
```

The frontier orbital gap comes out at 8.09 eV.



Preferred: *ii*; penalty for the next structure: 2.388 eV.



*i*
The molecule C2H4N4S, computed with ωB97M-V/def2-TZVPD.

Structure (ORCA input):
```
! wB97M-V def2-TZVPD RIJCOSX def2/J DEFGRID3
* xyz 0 1
C -0.201 -0.450 -0.020
C -0.781 1.584 0.621
H 2.682 -2.147 -1.981
H 0.067 0.946 -1.423
H -0.897 2.720 0.649
H -0.464 -1.050 2.113
N 0.376 -1.578 -0.501
N -0.243 0.768 -0.400
N -1.038 0.893 1.740
N -0.806 -0.496 1.245
S 1.305 -1.190 -2.042
*
```

The frontier orbital gap comes out at 8.26 eV.



*ii*
The molecule C2H4N4S, computed with ωB97M-V/def2-TZVPD.

Structure (ORCA input):
```
! wB97M-V def2-TZVPD RIJCOSX def2/J DEFGRID3
* xyz 0 1
C -1.277 -0.933 -0.041
C 0.124 -0.601 0.007
N -2.242 -0.113 -0.008
N -3.085 0.642 0.022
N 0.502 0.694 0.062
N 1.832 1.096 -0.117
S 1.241 -1.825 0.020
H -1.527 -1.980 -0.099
H -0.171 1.434 -0.109
H 2.263 1.280 0.788
H 2.340 0.308 -0.524
*
```

The frontier orbital gap comes out at 8.73 eV.



Preferred: *ii*; penalty for the next structure: 0.950 eV.



*i*
A structure of composition C2H4N4S, computed with ωB97M-V/def2-TZVPD.

Structure (ORCA input):
```
! wB97M-V def2-TZVPD RIJCOSX def2/J DEFGRID3
* xyz 0 1
C -1.407 -0.133 0.049
C 0.625 0.036 -0.059
H -3.331 -0.060 -0.311
H -2.717 -1.585 -0.383
H 0.546 2.170 -0.010
H 2.077 -1.463 0.482
N -2.681 -0.694 0.065
N -1.270 1.145 0.028
N 0.102 1.255 0.012
N -0.302 -0.901 -0.004
S 2.324 -0.257 -0.027
*
```

The frontier orbital gap comes out at 9.41 eV.



*ii*
The molecule C2H4N4S, computed with ωB97M-V/def2-TZVPD.

Structure (ORCA input):
```
! wB97M-V def2-TZVPD RIJCOSX def2/J DEFGRID3
* xyz 0 1
C -0.863 0.239 -1.526
C 0.109 1.182 0.132
N -0.572 1.398 -1.031
N -0.421 -0.781 -0.770
N 0.239 -0.185 0.291
N 0.683 -0.939 1.349
S 0.705 2.245 1.225
H -1.400 0.090 -2.443
H -0.471 -1.781 -0.866
H 0.291 -0.580 2.219
H 1.699 -0.887 1.421
*
```

The frontier orbital gap comes out at 8.56 eV.



Preferred: *i*; penalty for the next structure: 1.571 eV.



*i*
A cluster of 2 separate species, C3H8OS2 in total, computed with ωB97M-V/def2-TZVPD.

Structure (ORCA input):
```
! wB97M-V def2-TZVPD RIJCOSX def2/J DEFGRID3
* xyz 0 1
C -0.934 1.881 -0.472
C 0.244 1.669 0.428
C 0.829 0.492 0.591
O 1.884 0.329 1.455
H -0.698 2.594 -1.262
H -1.241 0.947 -0.940
H -1.785 2.274 0.086
H 0.651 2.506 0.985
H 0.495 -0.405 0.081
H 2.284 -0.525 1.286
S -0.414 -3.735 0.266
S 0.112 -2.903 -1.564
H -0.304 -2.614 1.001
H -1.123 -2.512 -1.940
*
```

The frontier orbital gap comes out at 8.82 eV.



*ii*
The molecule C3H8OS2, computed with ωB97M-V/def2-TZVPD.

Structure (ORCA input):
```
! wB97M-V def2-TZVPD RIJCOSX def2/J DEFGRID3
* xyz 0 1
C -0.128 0.323 1.525
C -0.496 0.353 -1.021
C 0.447 0.001 0.089
O 0.832 0.110 2.569
S 0.141 0.527 -2.729
S 0.936 -1.812 -0.024
H -0.976 -0.288 1.838
H -0.234 1.344 1.443
H -1.006 1.288 -0.605
H -1.437 -0.365 -0.950
H 1.481 0.461 0.149
H 1.484 -0.470 2.081
H -0.924 0.620 -3.488
H -0.121 -2.091 -0.877
*
```

The frontier orbital gap comes out at 9.89 eV.



Preferred: *i*; penalty for the next structure: 0.609 eV.